The following is a DFT calculation (ωB97M-V/def2-TZVPD) of C11H9N7O2RhSbSe4 as an isolated structure.

Results
- ΔE to the lowest compared entry with this formula, charge and spin (kcal/mol) = 20.2
- LUMO level (eV) = 3.9
- electronic energy (eV) = -297009.36714
- net charge = -2
- Kohn-Sham gap (eV) = 5.2592
- largest force on an atom (hartree/bohr) = 0.0128

Geometry as XYZ:
```
35
C11H9N7O2RhSbSe4 | the OMol25 dataset | ωB97M-V/def2-TZVPD
Rh -0.88301 1.18295 -0.12287
Se -3.36354 5.89978 3.33395
Sb -2.03685 3.87252 3.35444
Se -2.20790 3.26685 0.65001
Se -3.29913 1.30822 -0.00573
Se 0.39421 4.61231 3.16168
N 1.06113 1.86053 0.44128
N 1.24479 1.78679 1.85246
C 0.34569 1.04848 2.56086
N 0.42340 1.22426 3.88039
N -0.46743 0.24504 1.86326
N -1.21880 -0.69055 2.51577
O -1.24547 -0.74228 3.74889
O -1.80838 -1.48147 1.80759
H 1.88835 1.49006 -0.01410
H 0.96732 2.84862 0.21108
H 1.32045 2.75287 2.27812
H 0.77166 2.15095 4.14877
H -0.32711 0.80908 4.40990
N -0.72883 2.00752 -4.52616
C -0.66115 1.59195 -3.44878
N 2.01761 -6.30239 -3.11436
C 1.63359 -5.24768 -2.85721
C 1.15508 -3.93224 -2.54214
C 1.36817 -2.88319 -3.43999
C 0.91085 -1.61714 -3.13595
C 0.23670 -1.36916 -1.93169
C 0.03203 -2.42845 -1.03927
C 0.48063 -3.70003 -1.34158
C -0.24054 -0.04976 -1.58963
C -0.54028 1.09698 -2.14490
H 1.88790 -3.07365 -4.37017
H 1.06298 -0.79877 -3.82848
H -0.49115 -2.22087 -0.11306
H 0.31704 -4.51814 -0.65237
```

The following is a DFT calculation (ωB97M-V/def2-TZVPD) of C3H5CuO5 as an isolated structure.

Results
- ΔE to the lowest compared entry with this formula, charge and spin (kcal/mol) = 20.4
- LUMO level (spin up / spin down) (eV) = 2.4 / 1.9
- electronic energy (eV) = -58066.82584
- spin multiplicity = 2
- net charge = -1
- Kohn-Sham gap (spin up / spin down) (eV) = 6.9461 / 6.4633
- largest force on an atom (hartree/bohr) = 0.0937
- ⟨S²⟩ = 0.760

Geometry as XYZ:
```
14
C3H5CuO5 | the OMol25 dataset | ωB97M-V/def2-TZVPD
O 0.30199 1.98775 0.10216
C -0.24466 1.10233 -0.84467
C -1.62008 0.58298 -0.42393
O -1.86611 -0.71921 -0.80461
H 0.51008 1.45101 0.88421
H 0.65385 0.12997 -0.87590
H -0.22851 1.55954 -1.84374
H -2.38006 1.29436 -0.82098
H -1.69444 0.68141 0.68983
Cu -0.89538 -2.17514 0.28803
O 1.42491 -1.48688 -0.28958
C 2.00424 -1.44387 0.84690
O 2.19501 -2.52346 1.48817
O 1.83916 -0.44079 1.60414
```

The following is a DFT calculation (ωB97M-V/def2-TZVPD) of one molecule with the formula C9H12F4O2.

Results
- LUMO level (eV) = 0.5
- electronic energy (eV) = -24492.50460
- net charge = 0
- Kohn-Sham gap (eV) = 11.2859
- largest force on an atom (hartree/bohr) = 0.0796

Geometry as XYZ:
```
27
C9H12F4O2 | the OMol25 dataset | ωB97M-V/def2-TZVPD
O 1.27309 -0.98126 2.07008
C 0.31417 -0.99528 1.34073
O -0.38487 -2.13434 1.20088
C -0.18037 0.17725 0.49362
C -1.32484 0.96798 1.14069
F -1.05688 1.29087 2.44144
F -1.49386 2.07747 0.36212
C -2.74298 0.38329 1.18274
F -3.43661 1.12945 1.95072
F -3.60108 0.41610 0.00973
C -0.62759 -0.35935 -0.93469
C 0.51132 -1.00615 -1.65588
C 1.69147 -0.04263 -1.91126
C 2.16553 0.45029 -0.51113
C 1.06051 1.13303 0.22487
H 0.01571 -2.78815 1.75305
H -2.54025 -0.63928 1.57649
H -0.95683 0.48035 -1.51854
H -1.46848 -1.07305 -0.80842
H 0.83080 -1.79176 -1.11655
H 0.12962 -1.35427 -2.62334
H 1.47494 0.78992 -2.52558
H 2.54630 -0.54239 -2.38494
H 2.62887 -0.39982 0.07983
H 2.99329 1.24120 -0.70985
H 0.71958 2.03119 -0.28503
H 1.45943 1.53938 1.15823
```

The following is a DFT calculation (ωB97M-V/def2-TZVPD) of a 14-piece molecular cluster, C56H84O42 overall.

Results
- ΔE to the lowest compared entry with this formula, charge and spin (kcal/mol) = 109.6
- LUMO level (eV) = 0.0
- electronic energy (eV) = -145430.66935
- net charge = 0
- Kohn-Sham gap (eV) = 10.2376
- largest force on an atom (hartree/bohr) = 0.0589

Geometry as XYZ:
```
182
C56H84O42 | the OMol25 dataset | ωB97M-V/def2-TZVPD
C 0.86094 -0.62318 1.37680
C 0.72938 0.15886 0.06680
C -0.54976 -0.09724 -0.68190
O -0.93138 1.18690 -1.13794
C -0.19409 2.11980 -0.51777
O -0.21300 3.29569 -0.79296
O 0.67615 1.59948 0.35807
H 0.32602 -0.22046 2.24299
H 1.89785 -0.73137 1.69159
H 0.30998 -1.56162 1.29917
H 1.62916 0.19150 -0.54949
H -1.28373 -0.62005 -0.07709
H -0.27925 -0.72355 -1.53527
C -1.40212 4.72113 1.74237
C -0.10777 5.47167 2.00437
C -0.22374 6.97048 2.18139
O 0.49959 7.23595 3.34616
C 0.80290 6.13511 4.02936
O 1.36585 6.04767 5.06174
O 0.45014 5.05132 3.23419
H -2.03323 4.69237 2.63383
H -1.24941 3.69093 1.43745
H -1.91661 5.31393 0.98185
H 0.47495 5.21112 1.11412
H -1.23984 7.37039 2.25510
H 0.18390 7.47401 1.30235
C -2.64078 -2.95910 5.30154
C -1.08344 -3.00824 5.28578
C -0.33426 -2.20208 4.24938
O 0.39178 -1.18221 4.94921
C 0.08224 -1.23933 6.23628
O 0.37048 -0.40539 7.03998
O -0.66056 -2.35638 6.49312
H -2.89182 -3.54142 6.18942
H -3.02968 -3.42010 4.39616
H -3.04035 -1.96892 5.50962
H -0.67238 -4.01725 5.29494
H -1.03594 -1.82146 3.51086
H 0.47157 -2.85492 3.91613
C -3.26072 -2.58889 -2.13475
C -3.44497 -3.86672 -2.98660
C -2.12080 -4.66700 -3.28240
O -2.34310 -5.96817 -2.77127
C -3.64121 -6.07062 -2.31918
O -4.13480 -7.06223 -1.89006
O -4.19939 -4.87400 -2.28774
H -3.60322 -2.59267 -1.10200
H -3.65242 -1.70948 -2.63999
H -2.17679 -2.47271 -2.07024
H -4.08189 -3.61494 -3.83316
H -1.24970 -4.13782 -2.90159
H -2.04442 -4.83490 -4.36063
C 2.59373 3.31866 -2.04710
C 2.33544 4.75649 -2.42331
C 3.36490 5.76807 -1.92452
O 3.53072 6.59545 -3.05221
C 2.80195 6.16117 -4.10384
O 2.71410 6.73913 -5.14163
O 2.22778 4.98962 -3.80102
H 3.20387 3.19662 -1.15224
H 3.38984 3.01620 -2.75346
H 1.77971 2.66193 -2.33331
H 1.44879 5.10015 -1.87777
H 4.24102 5.22861 -1.55583
H 2.84478 6.22535 -1.08480
C -4.08172 3.42460 0.00772
C -3.30917 3.60644 -1.31043
C -3.48528 2.59728 -2.38643
O -4.57729 3.11723 -3.15456
C -4.79096 4.38652 -2.77544
O -5.66890 5.13766 -3.06819
O -3.76400 4.77736 -1.97490
H -4.00351 4.33307 0.60793
H -3.68246 2.63484 0.64172
H -5.15944 3.30436 -0.13894
H -2.27281 3.79091 -1.03059
H -3.70501 1.53313 -2.24966
H -2.63856 2.43789 -3.06740
C -7.27823 -1.80805 1.66859
C -6.66076 -0.82458 0.68875
C -6.46291 0.62607 1.23910
O -5.07818 0.74880 1.30871
C -4.44020 -0.28732 0.79187
O -3.24995 -0.24098 0.61644
O -5.28318 -1.26861 0.53366
H -7.24587 -2.83638 1.31560
H -8.34778 -1.59188 1.75437
H -6.81594 -1.67281 2.64508
H -7.05822 -0.85236 -0.32557
H -6.87307 0.62865 2.25418
H -7.08970 1.29470 0.64848
C 2.11190 -2.14266 -3.84461
C 1.95504 -3.35906 -4.70292
C 1.64606 -4.64346 -3.93372
O 0.97915 -5.39936 -4.91747
C 0.38770 -4.54943 -5.79140
O -0.31495 -4.85103 -6.70421
O 0.78929 -3.28270 -5.53020
H 1.32521 -2.16901 -3.08194
H 1.93407 -1.25718 -4.45064
H 3.02050 -2.21951 -3.25043
H 2.81685 -3.36715 -5.38044
H 1.10709 -4.47860 -2.99867
H 2.56531 -5.15163 -3.64133
C -4.29061 -2.11311 -6.71080
C -2.81459 -2.29010 -6.30871
C -1.78522 -1.61132 -7.23396
O -0.92934 -0.93681 -6.31910
C -1.41647 -0.93570 -5.07744
O -0.87383 -0.54118 -4.09903
O -2.57796 -1.66316 -5.03477
H -4.80060 -1.19355 -6.42045
H -4.79040 -2.86323 -6.09322
H -4.45985 -2.27127 -7.77432
H -2.74773 -3.35589 -6.09262
H -2.20458 -0.74919 -7.75612
H -1.37941 -2.36160 -7.90754
C 6.33402 2.52661 -3.83914
C 6.32312 1.27748 -2.93530
C 6.27989 1.67399 -1.43302
O 5.03462 1.10164 -0.97111
C 4.39866 0.50998 -1.99154
O 3.27977 0.08056 -1.92883
O 5.10365 0.57347 -3.10703
H 5.42668 3.11546 -3.96011
H 6.61985 2.25692 -4.85674
H 7.11115 3.15224 -3.39514
H 7.11393 0.55699 -3.13697
H 6.22087 2.73690 -1.19567
H 7.14629 1.35077 -0.85497
C 3.05896 -3.66553 5.47236
C 3.27863 -3.20123 4.00001
C 4.76379 -3.11497 3.67641
O 4.95769 -4.34275 2.91302
C 3.80581 -5.00692 2.78585
O 3.66690 -6.08564 2.28640
O 2.76921 -4.24856 3.17113
H 3.70577 -4.45289 5.87377
H 2.09014 -4.16509 5.53377
H 3.20730 -2.85047 6.18151
H 2.68616 -2.29784 3.87736
H 5.43303 -3.17049 4.52730
H 4.92205 -2.27934 2.99497
C 5.21433 -4.78365 -2.13730
C 4.38447 -4.32575 -0.95145
C 4.61286 -2.85108 -0.51928
O 3.32634 -2.42432 -0.14830
C 2.38746 -3.29849 -0.49939
O 1.21257 -3.08980 -0.51452
O 2.97373 -4.26604 -1.25028
H 5.25260 -3.92463 -2.81204
H 4.73874 -5.63768 -2.61578
H 6.24587 -5.03628 -1.90103
H 4.56244 -4.92987 -0.05885
H 4.97716 -2.28175 -1.37528
H 5.32059 -2.87650 0.30712
C 3.30151 1.03996 5.27487
C 2.95017 1.36828 3.84115
C 2.49019 2.78415 3.51844
O 3.22881 3.15245 2.35490
C 4.18373 2.26327 2.14498
O 5.06448 2.35864 1.34259
O 4.13850 1.21981 3.02698
H 2.41020 0.77964 5.85002
H 3.59265 1.97199 5.76903
H 4.05257 0.27541 5.45148
H 2.17251 0.73438 3.40815
H 2.65973 3.48732 4.34294
H 1.42293 2.94833 3.38587
C -5.34876 3.37841 4.10983
C -4.23259 2.56152 4.73949
C -4.42093 1.05165 4.95528
O -3.18841 0.52839 4.45366
C -2.42488 1.47905 3.86016
O -1.44871 1.34078 3.20785
O -3.10221 2.67224 3.91512
H -6.33227 3.31526 4.59007
H -5.44860 3.09252 3.06284
H -5.23884 4.45446 4.25907
H -3.97268 3.03885 5.69083
H -5.26895 0.63065 4.41668
H -4.44970 0.84611 6.02272
```

The following is a DFT calculation (ωB97M-V/def2-TZVPD) of C19H18N7O5S6SbW as an isolated structure.

Results
- ΔE to the lowest compared entry with this formula, charge and spin (kcal/mol) = 73.3
- LUMO level (eV) = -2.6
- electronic energy (eV) = -114037.86892
- net charge = 0
- Kohn-Sham gap (eV) = 4.5819
- largest force on an atom (hartree/bohr) = 0.0676

Geometry as XYZ:
```
57
C19H18N7O5S6SbW | the OMol25 dataset | ωB97M-V/def2-TZVPD
W 1.07999 0.42923 0.87701
N 5.06979 -1.28919 -0.41129
C 3.80251 -1.01471 -0.09656
S 3.25838 0.62886 -0.38031
N 3.07212 -1.94536 0.42960
N 1.82174 -1.64063 0.88961
C 1.15644 -2.67376 1.31167
C -0.07939 -2.59169 2.02856
C -0.81772 -3.75560 2.26973
C -1.96708 -3.71747 3.02787
C -2.39227 -2.51298 3.57701
C -1.68471 -1.34690 3.35685
C -0.52785 -1.36394 2.57790
O 0.18174 -0.25390 2.36194
H 5.66483 -0.55369 -0.74910
H 5.44433 -2.18729 -0.15725
H 1.61853 -3.64979 1.19266
H -0.47329 -4.67942 1.82747
H -2.52448 -4.62384 3.20522
H -3.27408 -2.48169 4.19870
H -1.98312 -0.40683 3.79520
S -0.03665 2.49212 4.14981
Sb 1.88227 2.37635 2.90467
S 2.84894 0.20138 2.70397
S 1.36647 2.84601 0.61665
S 3.43772 3.81080 3.65299
O 0.37439 1.19346 -1.04650
C 0.71318 0.26323 -1.83888
N 0.99851 -0.90458 -1.32773
S 1.28215 -2.01270 -2.55052
O 0.18620 -2.92741 -2.60851
O 2.59770 -2.55327 -2.43113
C 1.19679 -0.80544 -3.87421
C 1.44567 -0.89650 -5.22239
C 1.37882 0.27442 -5.97478
C 1.07988 1.49514 -5.38362
C 0.82355 1.58252 -4.02351
C 0.87357 0.40854 -3.28668
H 1.70530 -1.83731 -5.67912
H 1.59170 0.23459 -7.03240
H 1.06686 2.39500 -5.98065
H 0.61755 2.52675 -3.53962
C -4.44633 2.91839 0.61393
N -3.23907 2.13623 0.65365
C -3.08107 0.84411 0.03619
C -1.64903 0.52674 0.43772
O -0.99064 -0.49119 0.17136
N -1.15102 1.52252 1.17150
C -2.12794 2.46082 1.33457
N -1.98110 3.53650 2.06394
H -5.05076 2.59394 -0.22900
H -4.19940 3.97077 0.47489
H -5.02375 2.79495 1.53297
H -3.20473 0.88278 -1.05055
H -3.77563 0.09545 0.43418
H -1.18386 3.54730 2.73987
H -2.77265 4.12820 2.25445
```

The following is a DFT calculation (ωB97M-V/def2-TZVPD) of a 2-piece molecular cluster, C5H12O3 overall.

Results
- ΔE to the lowest compared entry with this formula, charge and spin (kcal/mol) = 74.0
- LUMO level (eV) = 0.4
- electronic energy (eV) = -11519.55507
- net charge = 0
- Kohn-Sham gap (eV) = 10.3045
- largest force on an atom (hartree/bohr) = 0.1057

Geometry as XYZ:
```
20
C5H12O3 | the OMol25 dataset | ωB97M-V/def2-TZVPD
O 1.77814 3.11623 2.79908
C 1.68992 2.04234 2.35337
C 0.91477 1.81736 1.10787
C -0.32667 0.80082 0.96686
C -0.63439 0.35735 -0.44559
C 0.27568 -0.61865 -1.26840
O -0.09387 -1.88997 -1.34495
H 2.11648 1.15270 2.95404
H 0.63154 2.82096 0.86278
H 1.88407 1.37764 0.54275
H -0.14842 -0.10036 1.60895
H -1.22505 1.41835 1.52656
H -1.67157 0.02182 -0.61906
H -0.59454 1.30423 -1.03367
H 0.14188 -0.23315 -2.41158
H 1.25867 -0.48649 -0.98558
H 0.03249 -2.46773 -0.57915
O -2.42506 -3.51456 -1.90230
H -1.98429 -3.98959 -2.60210
H -1.61978 -2.92931 -1.52988
```